{
  "formula": "C21H18N5O2",
  "method": "ωB97M-V/def2-TZVPD",
  "lumo_ev": 0.96,
  "total_charge": -1,
  "e_tot_ev": -33610.7615,
  "species": ["C", "N", "C", "C", "C", "C", "C", "C", "C", "C", "N", "C", "N", "C", "C", "H", "H", "H", "H", "H", "H", "H", "H", "H", "H", "H", "C", "C", "C", "N", "C", "C", "C", "C", "N", "O", "O", "C", "C", "H", "H", "H", "H", "H", "H", "H"],
  "xyz": [[-4.525974, -1.024769, 0.849986], [-3.579949, -0.325100, 1.692633], [-4.157244, 0.775628, 2.446589], [-2.219928, -0.628045, 1.743206], [-1.287360, 0.229744, 1.114433], [0.062791, 0.062992, 1.327430], [0.543624, -0.870252, 2.283075], [1.928735, -0.949648, 2.655916], [2.926876, -0.189332, 2.057209], [4.225652, -0.703689, 1.769381], [5.292993, -1.121680, 1.521330], [2.765934, 1.203391, 1.802794], [2.673192, 2.354046, 1.592552], [-0.392644, -1.783457, 2.835942], [-1.731627, -1.719116, 2.511948], [-4.003512, -1.779090, 0.250917], [-5.294421, -1.505521, 1.472746], [-5.029304, -0.306051, 0.183622], [-3.384534, 1.260732, 3.053992], [-4.611045, 1.513767, 1.767918], [-4.952606, 0.394311, 3.105350], [-1.656634, 1.026152, 0.464631], [0.752184, 0.675699, 0.756204], [2.218005, -1.740185, 3.355293], [-0.025584, -2.556802, 3.511827], [-2.452777, -2.440525, 2.897505], [4.050815, -0.370641, 5.215494], [2.642025, -0.028233, 5.528725], [2.191872, 1.247017, 5.142745], [1.861863, 2.330980, 4.825058], [1.843988, -0.791288, 6.419113], [2.225812, -2.110182, 6.849433], [1.490009, -2.793405, 7.794798], [0.314442, -2.214312, 8.315957], [-0.494858, -2.949254, 9.225386], [-1.541023, -2.416859, 9.664374], [-0.142859, -4.105819, 9.552938], [-0.093478, -0.928152, 7.912404], [0.630676, -0.247968, 6.953559], [4.316571, -1.381954, 5.524148], [4.201687, -0.279578, 4.136416], [4.745298, 0.338137, 5.695028], [3.117331, -2.587311, 6.438540], [1.795378, -3.767775, 8.167919], [-0.969549, -0.487326, 8.377729], [0.288077, 0.739984, 6.635385]],
  "forces_ev_per_a": [[0.4, 0.0, 0.3], [-1.0, 0.0, -0.3], [0.4, -0.3, -0.2], [1.2, 0.1, 0.4], [-0.6, -0.5, 0.4], [0.4, -0.2, 0.3], [-1.3, 0.4, 0.2], [1.0, -0.1, -0.6], [-0.4, -0.2, 0.7], [2.3, -0.9, 0.2], [-2.2, 0.8, 0.3], [-0.4, 2.6, -1.2], [0.3, -2.5, 0.4], [0.7, 0.1, -0.2], [-0.6, 0.8, -0.4], [-0.2, 0.1, 0.1], [0.0, -0.1, -0.2], [0.0, -0.2, 0.0], [-0.2, -0.1, -0.1], [0.1, 0.0, 0.1], [0.1, 0.1, 0.0], [0.1, -0.3, 0.2], [-0.1, 0.0, 0.3], [0.0, -0.2, -0.7], [-0.1, 0.2, -0.1], [0.2, 0.2, 0.1], [0.4, 0.3, -0.4], [-0.9, -0.7, 0.7], [-0.4, 2.0, -0.4], [0.4, -1.8, 0.5], [0.3, 0.4, -0.5], [-0.2, -0.1, 0.4], [-0.1, 0.3, -0.2], [0.1, -0.1, 0.1], [-0.5, -0.4, 0.7], [1.2, -0.7, -0.4], [-0.5, 1.3, -0.3], [0.4, 0.1, -0.5], [-0.5, -0.3, 0.6], [0.0, 0.2, -0.1], [0.4, -0.1, 0.1], [0.0, -0.2, -0.1], [-0.3, 0.2, 0.2], [-0.1, 0.2, -0.2], [0.1, -0.1, -0.2], [0.3, -0.3, 0.1]],
  "lowdin_charge": [-0.084, -0.252, -0.073, -0.251, 0.002, -0.008, -0.192, 0.031, -0.263, -0.214, 0.143, -0.229, 0.167, -0.013, -0.001, 0.089, 0.077, 0.077, 0.096, 0.077, 0.081, 0.122, 0.099, 0.131, 0.120, 0.117, -0.069, -0.312, -0.279, 0.121, -0.201, -0.043, -0.020, -0.207, -0.362, -0.012, -0.013, -0.015, -0.034, 0.063, 0.038, 0.089, 0.089, 0.109, 0.109, 0.100]
}